ORCA calculation (ωB97M-V with the def2-TZVPD basis set) on a single C6H14N2O molecule at a distorted geometry.

## Properties
SMILES ... [H]/N=C(/C)[C@@](C)(N)[C@@H](C)O
Kohn-Sham gap ... 10.00 eV
E_LUMO ... 0.0247 hartree
HOMO ... -9.32 eV
Energy relative to the best compared isomer or geometry (same formula, charge and spin) ... 2.466 eV
Charge ... 0

Atoms and positions in Å:
C  -1.21  0.15  -1.59
C  -0.42  -0.43  -0.41
N  -0.48  -1.90  -0.51
C  -0.89  0.06  0.97
O  -1.26  1.40  1.09
H  -1.85  1.67  0.37
H  0.09  -2.33  0.22
H  -1.43  -2.23  -0.36
H  -1.66  -0.56  1.41
H  -1.16  1.24  -1.63
H  -2.27  -0.12  -1.51
H  -0.82  -0.24  -2.53
C  1.47  1.45  -0.45
C  0.48  -0.21  1.99
C  1.09  -0.01  -0.49
N  1.96  -0.87  -0.94
H  1.45  -1.68  -1.32
H  2.55  1.55  -0.42
H  1.09  1.97  0.43
H  1.09  1.96  -1.34
H  1.56  -0.11  1.84
H  0.29  0.49  2.81
H  0.36  -1.23  2.36

ORCA calculation (ωB97M-V with the def2-TZVPD basis set) on 2 unconnected molecules or ions with the total composition C6H14N2O2 at a distorted geometry.

## Properties
SMILES ... CNC(C)=O.CNC(C)=O
Kohn-Sham gap ... 10.09 eV
E_LUMO ... 0.0216 hartree
HOMO ... -9.50 eV
Energy relative to the best compared isomer or geometry (same formula, charge and spin) ... 0.935 eV
Charge ... 0

Atoms and positions in Å:
C  -3.10  -1.17  0.10
C  0.41  -1.80  1.26
C  -1.59  -1.34  0.04
O  -0.96  -1.41  -0.99
N  -1.05  -1.74  1.24
H  -3.55  -2.08  -0.28
H  -1.55  -1.49  2.07
H  0.92  -0.93  0.85
H  -3.47  -1.09  1.12
H  -3.39  -0.31  -0.48
H  0.73  -1.92  2.29
H  0.74  -2.69  0.73
C  2.59  0.73  -1.84
C  -0.03  2.20  0.43
C  1.33  2.04  -0.20
O  2.26  2.77  0.08
N  1.34  1.16  -1.26
H  0.59  0.49  -1.27
H  2.85  -0.27  -1.52
H  0.01  2.30  1.52
H  2.58  0.86  -2.91
H  3.46  1.27  -1.49
H  -0.47  3.09  -0.02
H  -0.67  1.31  0.53

ORCA calculation (ωB97M-V with the def2-TZVPD basis set) on 2 unconnected molecules or ions with the total composition C6H14N2O2 at a distorted geometry.

## Properties
SMILES ... CNC(C)=O.CNC(C)=O
Kohn-Sham gap ... 9.99 eV
E_LUMO ... 0.0240 hartree
HOMO ... -9.33 eV
Energy relative to the best compared isomer or geometry (same formula, charge and spin) ... 2.304 eV
Charge ... 0

Atoms and positions in Å:
C  1.65  -1.36  -0.72
C  -0.35  -1.84  2.56
C  0.60  -2.07  1.43
O  1.29  -3.10  1.40
N  0.56  -1.30  0.27
H  -0.01  -0.41  0.34
H  1.91  -2.20  -1.40
H  -1.34  -2.37  2.37
H  1.57  -0.44  -1.20
H  2.63  -1.38  -0.21
H  0.23  -1.98  3.52
H  -0.89  -0.90  2.72
C  0.77  2.97  -1.08
C  -2.03  0.21  -0.85
C  -0.29  2.09  -0.36
O  -0.34  1.99  0.78
N  -1.09  1.28  -1.27
H  1.62  2.39  -1.35
H  -1.19  1.49  -2.20
H  -1.65  -0.81  -1.11
H  0.24  3.36  -1.93
H  1.20  3.77  -0.45
H  -2.20  0.30  0.19
H  -2.87  0.31  -1.43

ORCA calculation (ωB97M-V with the def2-TZVPD basis set) on 2 unconnected molecules or ions with the total composition C6H14N2O2 at a distorted geometry.

## Properties
SMILES ... CNC(C)=O.CNC(C)=O
Kohn-Sham gap ... 9.70 eV
E_LUMO ... 0.0210 hartree
HOMO ... -9.13 eV
Energy relative to the best compared isomer or geometry (same formula, charge and spin) ... 2.056 eV
Charge ... 0

Atoms and positions in Å:
C  0.09  2.07  -0.49
C  -1.02  -0.14  -3.35
C  -0.66  1.03  -1.26
O  -1.55  0.35  -0.74
N  -0.13  0.69  -2.43
H  1.14  2.00  -0.50
H  0.75  1.00  -2.79
H  -0.29  -0.75  -3.91
H  -0.36  3.05  -0.63
H  -0.07  1.96  0.57
H  -1.70  -0.64  -2.74
H  -1.55  0.62  -3.98
C  1.71  -2.35  1.28
C  -0.90  0.50  2.34
C  0.24  -0.53  2.47
O  1.00  -0.63  3.43
N  0.49  -1.47  1.44
H  -0.08  -1.47  0.55
H  1.47  -3.41  1.34
H  -1.83  -0.03  2.12
H  2.32  -2.04  0.40
H  2.40  -2.10  2.10
H  -0.88  1.04  3.25
H  -0.60  1.25  1.54

ORCA calculation (ωB97M-V with the def2-TZVPD basis set) on 2 unconnected molecules or ions with the total composition C6H14N2O2 at a distorted geometry.

## Properties
SMILES ... CNC(C)=O.CNC(C)=O
Kohn-Sham gap ... 10.00 eV
E_LUMO ... 0.0189 hartree
HOMO ... -9.48 eV
Energy relative to the best compared isomer or geometry (same formula, charge and spin) ... 1.075 eV
Charge ... 0

Atoms and positions in Å:
C  -1.06  -2.14  -1.27
C  -2.66  0.55  0.84
C  -2.52  -0.70  0.00
O  -3.40  -1.53  -0.11
N  -1.29  -0.89  -0.57
H  -0.59  -0.17  -0.70
H  -1.63  -2.95  -0.85
H  -2.90  1.37  0.17
H  -1.44  -2.07  -2.30
H  0.00  -2.32  -1.34
H  -3.29  0.37  1.71
H  -1.71  0.76  1.35
C  2.05  -0.76  1.22
C  1.69  2.26  -0.91
C  1.66  0.68  1.03
O  0.83  1.28  1.68
N  2.35  1.34  0.02
H  3.07  -1.06  1.41
H  3.07  0.78  -0.39
H  2.22  2.19  -1.84
H  1.46  -1.09  2.07
H  1.71  -1.23  0.30
H  0.62  2.05  -0.99
H  1.76  3.28  -0.53

ORCA calculation (ωB97M-V with the def2-TZVPD basis set) on 2 unconnected molecules or ions with the total composition C6H14N2O2 at a distorted geometry.

## Properties
SMILES ... CNC(C)=O.CNC(C)=O
Kohn-Sham gap ... 10.25 eV
E_LUMO ... 0.0243 hartree
HOMO ... -9.59 eV
Energy relative to the best compared isomer or geometry (same formula, charge and spin) ... 1.056 eV
Charge ... 0

Atoms and positions in Å:
C  0.44  2.16  -2.20
C  2.15  1.09  1.01
C  1.42  1.38  -1.36
O  2.11  0.50  -1.87
N  1.46  1.74  -0.07
H  0.48  3.20  -1.89
H  1.27  2.69  0.21
H  2.11  -0.01  1.02
H  0.73  2.11  -3.25
H  -0.60  1.83  -2.20
H  3.23  1.32  0.97
H  1.89  1.32  2.04
C  -0.66  -3.10  0.30
C  -2.52  0.18  0.83
C  -1.66  -1.01  1.13
O  -1.36  -1.30  2.28
N  -1.33  -1.83  0.11
H  -1.79  -1.68  -0.78
H  -0.12  -2.96  1.24
H  -1.37  -3.92  0.46
H  -1.97  1.10  1.04
H  0.04  -3.33  -0.49
H  -2.88  0.31  -0.19
H  -3.45  0.08  1.38

ORCA calculation (ωB97M-V with the def2-TZVPD basis set) on 2 unconnected molecules or ions with the total composition C6H14N2O2.

## Properties
SMILES ... CNC(C)=O.CNC(C)=O
Kohn-Sham gap ... 9.88 eV
E_LUMO ... 0.0176 hartree
HOMO ... -9.40 eV
Energy relative to the best compared isomer or geometry (same formula, charge and spin) ... 0.801 eV
Charge ... 0

Atoms and positions in Å:
C  -1.79  -2.49  0.59
C  -0.37  -0.99  -2.42
C  -0.60  -1.98  -0.20
O  0.51  -2.44  -0.10
N  -0.90  -0.93  -1.06
H  -1.61  -3.45  1.07
H  -1.84  -0.56  -0.98
H  -0.95  -1.61  -3.10
H  -2.09  -1.74  1.33
H  -2.64  -2.60  -0.09
H  -0.29  0.01  -2.85
H  0.64  -1.39  -2.37
C  1.96  0.77  2.20
C  -0.01  2.53  -0.50
C  1.12  2.30  0.47
O  2.08  3.04  0.56
N  1.01  1.15  1.18
H  0.13  0.67  1.16
H  2.78  1.48  2.23
H  -0.98  2.60  0.00
H  1.49  0.71  3.19
H  2.36  -0.22  1.98
H  0.13  3.45  -1.06
H  -0.12  1.70  -1.20

ORCA calculation (ωB97M-V with the def2-TZVPD basis set) on 2 unconnected molecules or ions with the total composition C6H14N2O2 at a distorted geometry.

## Properties
SMILES ... CNC(C)=O.CNC(C)=O
Kohn-Sham gap ... 9.38 eV
E_LUMO ... 0.0199 hartree
HOMO ... -8.84 eV
Energy relative to the best compared isomer or geometry (same formula, charge and spin) ... 2.292 eV
Charge ... 0

Atoms and positions in Å:
C  2.37  -0.25  2.13
C  -0.55  -2.57  1.72
C  1.06  -0.73  1.52
O  0.46  -0.21  0.61
N  0.54  -1.71  2.36
H  2.69  -0.21  3.25
H  0.82  -1.78  3.32
H  -1.41  -2.56  2.34
H  3.24  -0.80  1.66
H  2.52  0.81  1.80
H  -0.79  -2.16  0.77
H  -0.26  -3.66  1.65
C  -0.40  0.15  -3.25
C  -1.28  2.54  -0.56
C  -1.61  1.85  -1.86
O  -2.36  2.30  -2.68
N  -0.88  0.72  -2.05
H  -0.31  0.30  -1.23
H  -1.00  0.22  -4.10
H  -1.79  3.47  -0.56
H  0.55  0.54  -3.65
H  -0.13  -0.91  -3.10
H  -1.33  1.82  0.23
H  -0.17  2.82  -0.28

ORCA calculation (ωB97M-V with the def2-TZVPD basis set) on 2 unconnected molecules or ions with the total composition C6H14N2O2 at a distorted geometry.

## Properties
SMILES ... CNC(C)=O.CNC(C)=O
Kohn-Sham gap ... 9.93 eV
E_LUMO ... 0.0213 hartree
HOMO ... -9.35 eV
Energy relative to the best compared isomer or geometry (same formula, charge and spin) ... 0.584 eV
Charge ... 0

Atoms and positions in Å:
C  1.67  -1.94  -2.33
C  -1.78  -0.83  -1.27
C  0.49  -1.67  -1.43
O  0.44  -2.05  -0.28
N  -0.52  -0.93  -1.97
H  2.52  -2.03  -1.67
H  -0.59  -0.84  -2.97
H  -1.62  -0.77  -0.20
H  1.55  -2.85  -2.91
H  1.89  -1.10  -2.99
H  -2.36  0.04  -1.59
H  -2.42  -1.71  -1.41
C  -0.74  2.71  0.24
C  0.77  -0.12  2.20
C  0.12  1.21  1.99
O  -0.51  1.79  2.86
N  0.18  1.69  0.71
H  0.57  1.10  -0.01
H  -1.69  2.33  -0.12
H  1.25  -0.17  3.18
H  -1.03  3.38  1.05
H  -0.21  3.30  -0.51
H  -0.02  -0.85  2.16
H  1.48  -0.47  1.45

ORCA calculation (ωB97M-V with the def2-TZVPD basis set) on 2 unconnected molecules or ions with the total composition C6H14N2O2 at a distorted geometry.

## Properties
Kohn-Sham gap (alpha / beta) ... 9.73 / 4.74 eV
2S+1 ... 2
E_LUMO (alpha / beta) ... -0.1363 / -0.3196 hartree
HOMO (alpha / beta) ... -13.44 / -13.43 eV
Energy relative to the best compared isomer or geometry (same formula, charge and spin) ... 1.333 eV
Charge ... +1

Atoms and positions in Å:
C  -1.80  -2.56  -0.63
C  -1.34  1.16  -0.75
C  -1.86  -0.15  -1.19
O  -2.64  -0.39  -2.07
N  -1.13  -1.30  -0.65
H  -0.52  -1.00  0.12
H  -1.84  -3.03  -1.63
H  -1.25  1.24  0.34
H  -1.22  -3.33  -0.12
H  -2.80  -2.46  -0.21
H  -0.40  1.48  -1.20
H  -2.04  1.95  -1.02
C  1.92  1.84  -0.48
C  1.34  0.00  2.80
C  1.73  0.71  0.52
O  1.81  -0.45  0.16
N  1.66  1.04  1.84
H  2.88  2.37  -0.42
H  1.29  1.92  2.14
H  0.30  -0.28  2.87
H  1.93  1.43  -1.49
H  1.19  2.61  -0.24
H  2.02  -0.84  2.66
H  1.54  0.31  3.84